[1]
78
Properties=species:S:1:pos:R:3:forces:R:3:lowdin_charge:R:1 method="wB97M-V/def2-TZVPD" lumo_energy_ev=-3.024 total_charge=+1 molar_mass_g_mol=466.6 homo_energy_ha=-0.4176 multiplicity=1 gap_ha=0.30646
F -4.471 3.925 -2.079 -0.1 0.2 -0.1 -0.0127
C -3.504 3.059 -1.642 0.1 -0.5 0.6 -0.1982
C -2.176 3.786 -1.518 0.2 0.4 -0.5 -0.0952
N -1.035 2.901 -1.726 -0.2 -0.3 0.5 0.1650
C -0.558 2.092 -0.836 -0.4 0.2 -0.4 -0.3114
N 0.574 1.372 -1.186 0.6 0.1 0.1 0.0676
C 1.651 1.767 -0.249 0.2 0.0 0.5 -0.1370
C 1.163 1.830 1.227 0.1 0.2 -0.6 -0.1676
C -0.216 1.198 1.326 -0.1 0.4 0.2 -0.6493
S -0.908 1.312 2.996 -0.1 0.0 0.0 0.8462
N -1.105 2.004 0.436 0.4 -1.1 -0.7 0.0763
H -3.428 2.215 -2.327 0.1 0.1 -0.2 0.1056
H -3.816 2.676 -0.669 -0.1 0.0 0.1 0.1191
H -2.060 4.309 -0.572 0.0 -0.1 0.2 0.1366
H -2.134 4.542 -2.299 0.0 0.0 -0.1 0.1407
H -0.517 2.920 -2.616 0.2 0.1 -0.3 0.1287
H 0.415 0.364 -1.154 0.1 0.0 0.1 0.1216
H 2.491 1.085 -0.314 -0.1 -0.2 -0.3 0.1013
H 2.014 2.740 -0.572 0.0 0.1 0.0 0.1172
H 1.869 1.346 1.892 0.0 -0.1 0.1 0.1177
H 1.088 2.877 1.515 -0.1 0.0 0.3 0.1178
H -0.199 0.159 1.005 0.0 -0.1 0.1 0.1145
H -0.855 0.013 3.323 0.1 -0.1 -0.2 -0.0987
H -2.005 1.534 0.353 -0.3 0.6 0.4 0.1393
C 3.026 -1.506 -0.869 -0.1 0.0 -0.3 -0.1493
O 1.617 -1.664 -1.112 -0.1 0.3 0.1 -0.1388
H 3.161 -1.270 0.183 0.0 0.0 0.0 0.0730
H 3.565 -2.426 -1.097 0.1 0.0 0.1 0.0791
H 3.423 -0.689 -1.473 0.1 0.0 0.1 0.0749
H 1.510 -1.878 -2.042 0.0 -0.1 0.0 0.0806
C 1.958 2.607 -3.959 -0.2 0.0 0.2 -0.1174
O 0.692 3.300 -3.930 -0.1 -0.1 0.1 -0.1406
H 2.435 2.775 -2.996 0.0 0.0 0.0 0.0686
H 1.791 1.541 -4.102 0.1 0.0 0.0 0.0706
H 2.594 2.989 -4.753 0.0 0.0 0.0 0.0814
H 0.267 3.156 -4.781 0.0 0.1 -0.1 0.0951
C 6.284 -1.576 1.020 0.0 0.1 -0.1 -0.1371
O 5.802 -0.491 0.220 -0.1 -0.1 0.1 -0.1421
H 5.841 -2.491 0.634 0.0 0.0 0.0 0.0598
H 7.371 -1.654 0.959 0.0 0.0 0.0 0.0807
H 5.990 -1.455 2.066 0.0 0.0 0.0 0.0798
H 6.194 0.318 0.558 0.1 0.0 0.0 0.0722
C -4.122 0.103 -5.224 0.0 0.1 0.0 -0.1436
O -3.549 1.319 -4.735 0.0 -0.1 0.2 -0.1460
H -3.305 -0.529 -5.558 0.0 0.0 0.0 0.0778
H -4.676 -0.418 -4.440 0.0 0.0 0.0 0.0778
H -4.787 0.296 -6.067 0.0 0.0 0.0 0.0819
H -4.276 1.882 -4.454 0.0 0.1 -0.1 0.0628
C 3.489 -5.701 0.284 0.0 0.1 0.1 -0.1436
O 4.073 -4.458 0.672 0.0 0.0 -0.1 -0.1418
H 4.250 -6.264 -0.248 0.0 0.0 0.0 0.0805
H 3.169 -6.276 1.155 0.0 0.0 0.0 0.0790
H 2.634 -5.546 -0.379 0.0 -0.1 0.0 0.0748
H 3.404 -3.960 1.148 0.0 0.0 0.1 0.0673
C -4.044 0.580 5.520 0.2 0.1 -0.2 -0.1370
O -2.656 0.461 5.828 -0.1 -0.1 0.1 -0.1436
H -4.597 0.191 6.369 0.0 0.0 0.0 0.0834
H -4.321 1.626 5.363 -0.1 0.0 0.0 0.0790
H -4.298 -0.005 4.631 -0.1 0.0 0.0 0.0636
H -2.153 0.803 5.086 -0.1 0.1 0.1 -0.0295
C -1.459 -1.936 8.032 -0.2 -0.2 0.0 -0.1595
O -1.955 -3.172 8.540 0.1 0.1 0.1 -0.1243
H -0.949 -1.430 8.847 0.0 0.0 0.0 0.0794
H -0.745 -2.107 7.221 0.0 0.1 0.0 0.0729
H -2.268 -1.302 7.668 0.1 0.1 0.0 0.0554
H -2.408 -3.624 7.826 0.0 0.0 0.0 0.0677
C 4.144 0.242 -6.298 -0.1 0.0 -0.1 -0.1397
O 2.889 0.922 -6.334 0.1 -0.1 0.0 -0.1457
H 4.589 0.430 -5.324 0.0 0.0 0.0 0.0766
H 4.014 -0.835 -6.425 0.0 0.0 0.0 0.0779
H 4.818 0.616 -7.070 0.0 0.0 0.0 0.0806
H 2.495 0.759 -7.195 0.0 0.0 0.0 0.0787
C -5.893 -2.419 2.853 0.2 0.0 -0.1 -0.1568
O -4.492 -2.524 3.102 -0.1 0.1 0.1 -0.1324
H -6.407 -2.809 3.726 0.0 0.0 0.0 0.0810
H -6.193 -1.378 2.703 -0.1 0.0 0.0 0.0724
H -6.185 -3.008 1.980 -0.1 0.0 0.0 0.0760
H -4.032 -2.186 2.332 0.1 0.0 -0.1 0.0611

---

[2]
14
Properties=species:S:1:pos:R:3:forces:R:3:lowdin_charge:R:1 method="wB97M-V/def2-TZVPD" lumo_energy_ev=1.067 total_charge=0 molar_mass_g_mol=84.1 homo_energy_ha=-0.3604 multiplicity=1 gap_ha=0.39961 smiles=C[C@]12CC[C@H]1O2
C 1.016 0.626 1.535 -0.1 -0.1 -0.1 -0.0033
C 0.198 0.409 0.289 -0.1 -0.4 0.2 -0.4067
C -1.154 -0.364 0.026 -0.3 -0.1 0.2 -0.1298
C -0.635 -0.828 -1.303 -0.5 -0.4 -0.2 -0.1393
C 0.567 0.230 -1.137 -0.2 -0.4 -0.3 -0.1694
O 0.135 1.486 -0.649 -0.4 -0.1 -0.1 0.0007
H 1.223 -0.336 2.011 0.0 0.1 0.0 0.0810
H 0.484 1.255 2.262 0.0 -0.2 -0.2 0.0852
H 1.969 1.121 1.311 -0.3 -0.2 -0.1 0.0869
H -1.698 -1.270 0.335 0.7 0.4 1.9 0.1141
H -1.923 0.400 -0.117 0.1 0.0 0.0 0.1118
H -0.119 -1.792 -1.285 0.1 0.0 0.6 0.0968
H -1.650 -1.146 -1.732 1.6 1.4 -1.9 0.1270
H 1.587 0.209 -1.545 -0.7 -0.2 -0.1 0.1450

---

[3]
56
Properties=species:S:1:pos:R:3:forces:R:3:lowdin_charge:R:1 method="wB97M-V/def2-TZVPD" lumo_energy_ev="-13.078 / -13.078" total_charge=+3 molar_mass_g_mol=673.5 homo_energy_ha="-0.5825 / -0.5826" multiplicity=1 gap_ha="0.10187 / 0.10199"
Pt -0.419 -0.007 0.500 -0.1 0.0 -0.3 0.7290
O 0.358 -3.441 1.867 -0.2 0.3 0.1 0.1847
C 1.042 -4.071 0.971 0.2 0.1 0.1 -0.1890
C 1.777 -5.222 1.398 -0.1 -0.2 -0.1 0.0818
C 2.425 -5.992 0.477 -0.1 0.1 0.3 0.0053
C 2.363 -5.642 -0.880 -0.2 0.6 -0.5 0.0503
C 1.662 -4.490 -1.309 0.6 -0.6 -0.2 0.0060
C 1.033 -3.673 -0.414 0.1 0.5 0.2 -0.0595
C 0.290 -2.422 -0.878 -0.6 -0.2 -0.2 -0.3202
O -0.614 -1.963 0.070 0.4 0.3 0.2 -0.3537
N 1.287 -1.367 -1.242 -0.1 -0.1 0.1 0.1223
N 1.041 -0.127 -0.894 -0.5 -0.6 0.4 -0.1664
C 1.812 0.897 -1.226 0.3 1.0 0.3 -0.0985
C 1.556 2.184 -0.717 -0.3 -1.0 -0.3 -0.4851
Br 0.046 2.400 0.471 0.4 -0.5 0.0 0.9598
C 2.312 3.343 -0.889 0.5 0.4 -0.3 -0.0119
C 3.328 3.638 -1.813 -0.2 0.0 0.1 -0.1748
C 4.166 4.752 -1.492 -0.1 0.0 0.0 0.0411
C 5.221 5.088 -2.300 0.1 0.0 -0.1 -0.0014
C 5.432 4.369 -3.479 -0.1 0.0 0.1 0.0507
C 4.584 3.310 -3.853 0.0 0.0 0.0 -0.0092
C 3.550 2.944 -3.039 0.0 0.0 0.0 0.0059
H -0.192 -2.734 1.402 0.1 -0.1 0.1 0.0789
H 1.760 -5.460 2.454 0.0 0.0 0.0 0.1503
H 2.966 -6.877 0.782 0.0 0.0 0.0 0.1400
H 2.854 -6.263 -1.618 -0.1 0.0 0.0 0.1368
H 1.624 -4.276 -2.371 0.0 0.0 0.0 0.1356
H -0.245 -2.664 -1.807 0.0 0.1 -0.1 0.1747
H 2.061 -1.571 -1.866 0.1 -0.1 0.0 0.1850
H 2.692 0.721 -1.834 0.0 0.1 0.0 0.1430
H 2.093 4.136 -0.180 0.1 0.0 0.1 0.1239
H 3.975 5.309 -0.583 0.0 0.0 0.0 0.1377
H 5.872 5.911 -2.041 0.0 0.0 0.0 0.1365
H 6.246 4.650 -4.137 0.0 0.0 0.0 0.1399
H 4.741 2.814 -4.801 0.0 0.0 0.0 0.1321
H 2.851 2.190 -3.371 0.0 0.0 0.0 0.1174
C -2.940 2.522 2.872 0.0 0.0 0.1 -0.0558
N -3.728 1.548 2.120 0.0 -0.1 -0.1 -0.1804
C -4.850 2.131 1.376 0.0 0.0 -0.1 -0.0133
C -3.383 0.266 2.018 -0.1 0.1 0.0 -0.6263
S -1.715 -0.215 2.412 -0.1 -0.1 -0.2 0.6463
N -4.271 -0.673 1.730 0.1 0.1 0.1 -0.1671
C -3.863 -2.009 1.291 0.0 -0.1 0.0 -0.0454
C -5.696 -0.549 2.068 -0.1 0.0 0.1 -0.0032
H -3.625 3.269 3.269 0.0 0.0 0.0 0.1114
H -2.223 3.034 2.224 0.0 0.0 0.0 0.0558
H -2.416 2.052 3.696 0.0 0.0 0.0 0.0763
H -4.500 3.063 0.933 0.0 0.0 0.0 0.1070
H -5.695 2.356 2.025 0.0 0.0 0.0 0.1099
H -5.162 1.466 0.577 0.0 0.0 0.0 0.0970
H -3.099 -1.944 0.522 0.0 0.0 0.0 0.0628
H -4.738 -2.502 0.875 0.0 0.0 0.0 0.1060
H -3.491 -2.595 2.132 0.0 0.0 0.0 0.1005
H -5.851 0.272 2.760 0.0 0.0 0.0 0.0965
H -5.993 -1.471 2.565 0.0 0.0 0.0 0.1130
H -6.311 -0.414 1.179 0.0 0.0 0.0 0.1101

---

[4]
54
Properties=species:S:1:pos:R:3:forces:R:3:lowdin_charge:R:1 method="wB97M-V/def2-TZVPD" lumo_energy_ev=0.748 total_charge=0 molar_mass_g_mol=367.5 homo_energy_ha=-0.3371 multiplicity=1 gap_ha=0.36460 smiles="CN(Cc1ccccc1)C(=O)CCC1CCN(S(=O)(=O)N(C)C)CC1"
C -1.846 -4.139 0.786 0.1 -0.1 -0.2 -0.0371
N -1.847 -3.107 1.792 -0.4 -0.2 0.0 -0.0908
C -0.771 -2.454 2.289 0.5 -0.2 0.1 -0.4737
O -0.895 -1.579 3.131 0.1 0.4 0.2 0.0427
C 0.599 -2.809 1.739 0.0 0.0 0.0 -0.0944
H 0.739 -3.888 1.674 0.0 0.0 0.0 0.1075
C 0.802 -2.153 0.366 -0.1 0.2 0.2 -0.1438
H 1.745 -2.498 -0.063 0.0 0.0 -0.1 0.1252
H -0.001 -2.464 -0.305 0.0 -0.1 -0.1 0.1057
C 0.812 -0.621 0.453 0.1 -0.2 -0.3 -0.3257
C 0.432 0.011 -0.887 -0.1 0.2 0.3 -0.1351
C 0.454 1.534 -0.777 -0.4 -0.2 -0.5 -0.2002
N 1.738 2.031 -0.324 0.7 0.1 -0.7 -0.2125
S 2.934 2.095 -1.510 0.1 0.7 -0.1 0.6270
O 2.394 1.669 -2.764 -0.3 0.1 0.0 -0.2675
O 4.136 1.484 -1.036 0.0 0.1 0.4 -0.2666
N 3.238 3.729 -1.644 0.1 -0.9 -0.2 -0.3378
C 3.860 4.301 -0.475 0.2 0.0 0.3 -0.1103
H 4.644 3.618 -0.159 0.1 0.2 0.2 0.0795
H 3.143 4.444 0.342 0.0 0.1 0.0 0.0891
H 4.302 5.262 -0.739 0.0 0.0 0.0 0.0920
C 2.117 4.478 -2.158 -0.3 0.0 -0.2 -0.1110
H 2.464 5.455 -2.493 0.0 0.0 0.0 0.0919
H 1.720 3.924 -3.004 -0.1 0.2 -0.1 0.0793
H 1.333 4.610 -1.402 0.0 0.1 0.0 0.0885
C 2.156 1.441 0.934 0.5 -0.3 0.5 -0.1938
C 2.180 -0.085 0.877 -0.3 0.2 0.1 -0.1291
H 2.458 -0.473 1.858 0.1 0.0 0.0 0.1214
H 2.940 -0.386 0.152 0.0 -0.1 0.0 0.1165
H 3.151 1.824 1.156 -0.1 0.0 0.2 0.1108
H 1.458 1.782 1.706 0.1 0.0 0.0 0.1346
H 0.258 1.986 -1.749 -0.2 0.0 0.1 0.1111
H -0.302 1.876 -0.061 0.0 0.0 0.0 0.1304
H -0.564 -0.314 -1.195 0.0 -0.1 0.0 0.1118
H 1.149 -0.286 -1.656 0.0 -0.1 -0.1 0.1204
H 0.078 -0.310 1.204 0.0 0.0 0.0 0.1271
H 1.333 -2.416 2.443 -0.1 -0.1 0.0 0.1172
C -3.176 -2.645 2.166 0.0 0.2 0.2 -0.1045
C -3.828 -1.916 1.020 -0.1 -0.1 0.0 -0.2130
C -3.230 -0.767 0.515 0.0 0.0 0.0 -0.0305
C -3.782 -0.104 -0.564 0.1 0.0 0.0 -0.0800
C -4.946 -0.579 -1.148 -0.1 0.0 -0.1 -0.0912
C -5.551 -1.717 -0.647 -0.1 0.0 -0.1 -0.0844
C -4.992 -2.386 0.429 0.1 0.0 0.1 -0.0455
H -5.466 -3.278 0.814 0.0 -0.1 0.0 0.1099
H -6.460 -2.090 -1.097 -0.1 0.0 0.0 0.1017
H -5.379 -0.061 -1.991 0.0 0.0 -0.1 0.1007
H -3.307 0.786 -0.951 0.0 0.1 0.0 0.1004
H -2.329 -0.396 0.980 0.2 0.1 0.1 0.1066
H -3.045 -1.972 3.018 -0.1 -0.2 -0.1 0.1284
H -3.782 -3.503 2.474 0.0 0.1 0.0 0.1261
H -0.862 -4.577 0.660 0.0 0.0 0.0 0.0816
H -2.186 -3.746 -0.177 0.0 -0.1 0.0 0.0969
H -2.538 -4.929 1.090 0.0 0.0 0.0 0.0965

---

[5]
11
Properties=species:S:1:pos:R:3:forces:R:3:lowdin_charge:R:1 method="wB97M-V/def2-TZVPD" lumo_energy_ev=-0.434 total_charge=0 molar_mass_g_mol=92.1 homo_energy_ha=-0.3383 multiplicity=1 gap_ha=0.32235
C 0.176 1.259 2.801 -0.3 -0.3 -0.9 0.1821
C -0.203 0.821 1.633 -0.1 0.3 0.3 -0.2584
C 0.091 0.033 0.445 -0.1 -0.2 -0.3 -0.2630
C 1.130 -0.156 -0.435 -0.1 0.0 -0.1 -0.0313
N 0.545 -0.604 -1.575 0.3 -0.1 -0.2 -0.0351
N -0.783 -0.747 -1.497 0.1 -0.4 0.2 0.0451
C -1.059 -0.383 -0.267 0.0 -0.6 -0.2 -0.1502
H -1.196 1.193 1.284 0.3 0.7 1.7 0.1165
H 2.199 -0.018 -0.360 -0.2 0.1 0.0 0.1245
H 0.992 -0.884 -2.428 0.1 0.1 0.0 0.1491
H -2.030 -0.558 0.180 -0.1 0.4 -0.3 0.1205